1.
The following is a quantum chemistry calculation of a structure of composition C38H36MoN10O4S5, from the OMol25 dataset.

```
94
Properties=species:S:1:pos:R:3:mulliken_spin:R:1
Mo 0.4689 1.0417 -0.2409 2.18
O 1.5523 -1.7772 6.1415 0.00
C 0.9230 -0.7278 5.9574 0.00
O 0.2677 0.0138 6.7063 0.00
C 0.9150 -0.2595 4.4748 0.01
C 1.4953 -1.0333 3.4786 -0.01
C 1.4227 -0.5995 2.1722 0.02
N 0.8144 0.5494 1.8471 -0.06
C 0.2701 1.3149 2.8044 0.01
C 0.3120 0.9418 4.1293 0.00
C -0.3023 2.5703 2.2856 0.04
C -0.8402 3.5662 3.0795 0.00
C -1.2871 4.7324 2.4833 0.01
C -1.1766 4.8802 1.1112 0.00
C -0.6368 3.8467 0.3751 0.04
N -0.2146 2.7131 0.9491 -0.04
C 2.0413 -1.2549 1.0076 0.08
C 2.8638 -2.3651 1.0914 -0.01
C 3.5182 -2.8011 -0.0460 0.02
C 3.3360 -2.1169 -1.2383 -0.01
C 2.4750 -1.0396 -1.2642 0.04
N 1.8321 -0.6213 -0.1658 -0.09
H 1.9750 -1.9546 3.7834 0.00
H -0.1114 1.5274 4.9354 0.00
H -0.8972 3.4271 4.1491 0.00
H -1.7136 5.5210 3.0879 0.00
H -1.5153 5.7734 0.6081 0.00
H -0.5363 3.9082 -0.6993 0.00
H 3.0071 -2.8528 2.0444 0.00
H 4.1791 -3.6561 0.0016 0.00
H 3.8493 -2.4105 -2.1426 0.00
H 2.2964 -0.4788 -2.1700 -0.01
S 4.0913 3.6604 -6.0280 -0.03
C 3.2653 3.1273 -4.7323 0.00
S 1.7222 2.3348 -4.8295 0.01
C 1.5058 2.0828 -3.1111 0.04
C 2.4980 2.5289 -2.2957 -0.06
S 2.4640 2.4018 -0.5776 -0.09
S 3.8462 3.2906 -3.0954 0.00
S 0.0875 1.3138 -2.4965 -0.22
C -1.6334 -1.8912 -2.8850 0.00
C -2.1810 -3.0558 -3.7521 0.00
N -1.2090 -4.1504 -3.7918 0.00
C -0.0012 -3.6787 -4.4660 0.00
C 0.5183 -2.3915 -3.7733 0.00
N -0.2285 -2.1437 -2.5351 -0.01
C -0.1764 -3.3443 -1.6941 0.00
C -0.8680 -4.5290 -2.4203 0.00
H -2.1931 -1.7977 -1.9542 0.00
H -1.6962 -0.9352 -3.4096 0.00
H -2.3655 -2.7354 -4.7796 0.00
H -3.1225 -3.4365 -3.3515 0.00
H -0.2323 -3.4983 -5.5174 0.00
H 0.7421 -4.4778 -4.4240 0.00
H 0.3950 -1.5152 -4.4157 0.00
H 1.5810 -2.4806 -3.5369 0.00
H -0.6673 -3.1160 -0.7435 0.00
H 0.8720 -3.5680 -1.4828 0.00
H -1.7906 -4.8111 -1.9142 0.00
H -0.2244 -5.4106 -2.4494 0.00
O -1.4293 0.3323 -0.1455 0.12
N -2.3568 -0.5262 0.1601 -0.06
C -3.3861 -0.0025 0.7434 0.03
C -3.4440 1.3902 1.0947 0.00
N -3.4827 2.5040 1.3739 0.01
C -4.4749 -0.8580 1.1058 0.00
N -5.3688 -1.5104 1.4138 0.02
C -4.2006 -4.0693 -0.2190 0.00
C -4.5788 -4.5043 1.1892 0.00
N -3.6076 -5.4011 1.8017 0.00
C -3.5682 -6.7968 1.3707 0.00
C -2.3569 -7.1311 0.5124 0.00
C -2.7646 -5.0377 2.7979 0.00
O -2.0123 -5.8305 3.3428 0.00
C -2.7522 -3.5944 3.2274 0.00
C -3.5144 -3.1411 4.2946 0.00
C -3.3651 -1.8298 4.7055 0.00
C -2.4420 -1.0282 4.0515 0.00
N -1.6904 -1.4485 3.0348 0.00
C -1.8648 -2.7069 2.6353 0.00
H -4.9650 -3.4032 -0.6217 0.00
H -4.1097 -4.9263 -0.8893 0.00
H -3.2493 -3.5299 -0.2067 0.00
H -5.5471 -5.0119 1.1781 0.00
H -4.6963 -3.6297 1.8230 0.00
H -4.4931 -6.9897 0.8249 0.00
H -3.5642 -7.4255 2.2617 0.00
H -2.3407 -6.5319 -0.3976 0.00
H -2.3786 -8.1830 0.2246 0.00
H -1.4413 -6.9485 1.0735 0.00
H -4.2038 -3.8071 4.7983 0.00
H -3.9322 -1.4355 5.5369 0.00
H -2.2792 -0.0092 4.3862 0.00
H -1.2382 -3.0419 1.8125 0.00
```

As for the multiplicity: 3. The HOMO energy (spin up / spin down) comes out at -0.304 / -0.304 Ha. The energy above the lowest of the compared OMol25 structures with the same formula, charge and spin is 0.0 kcal/mol. The value obtained for the HOMO-LUMO gap (spin up / spin down) is 5.6 / 6.0 eV.

=====

2.
The following is a quantum chemistry calculation of a cluster of 3 separate species, C19H34N2O7S in total at a distorted geometry, from the OMol25 dataset.

```
63
Properties=species:S:1:pos:R:3:mulliken_charge:R:1
H 0.6588 2.0540 2.5903 0.27
N 0.5729 1.3908 3.3657 -0.62
C 0.3777 0.2284 2.9024 -0.27
C 0.2800 -0.1533 1.4421 -0.19
C 1.5766 0.0518 0.5969 1.91
S 2.6629 -1.3824 0.9206 -0.12
C 2.3393 1.3193 0.9222 -0.65
O 3.3531 1.4449 1.5210 -0.53
O 1.6769 2.3674 0.3473 -0.44
C 0.8095 1.8952 -0.6668 -0.60
O -0.4960 2.2243 -0.3093 -0.25
C -1.3429 2.4346 -1.4336 -0.95
C -2.8288 2.3520 -1.0547 0.46
C -3.6506 2.0211 -2.3145 -1.73
C -3.1259 1.4180 0.1328 1.15
C -3.3866 -0.0364 -0.2841 -1.88
C -4.3779 1.9418 0.8814 -1.60
C 1.0916 0.3615 -0.8375 0.15
C 2.0790 0.3071 -2.0147 -1.30
O 2.9087 -0.8476 -2.0524 -0.16
N 2.3852 -1.7686 -3.0066 0.02
O 2.3966 -2.8541 -2.5929 -0.27
H 0.2242 -0.5734 3.6254 0.42
H 0.0663 -1.2199 1.3885 0.66
H -0.5764 0.3549 1.0028 -0.74
H 2.0971 -2.2030 0.0315 0.14
H 1.0610 2.4625 -1.5705 0.73
H -1.0955 1.7401 -2.2466 0.42
H -1.1425 3.4407 -1.8227 0.20
H -3.1259 3.3591 -0.7533 0.60
H -3.0650 1.3971 -2.9923 0.37
H -3.8612 2.9366 -2.8675 0.39
H -4.5811 1.5126 -2.0805 0.40
H -2.3167 1.4282 0.8563 0.01
H -4.4024 -0.1676 -0.6541 0.56
H -3.2961 -0.6724 0.5990 0.40
H -2.6726 -0.4071 -1.0243 0.30
H -5.0115 1.1272 1.2292 0.42
H -4.9770 2.5586 0.2085 0.32
H -4.0918 2.5603 1.7309 0.38
H 0.1272 -0.0668 -1.1058 0.65
H 1.4787 0.2968 -2.9321 0.57
H 2.7124 1.1925 -2.0698 0.41
C 3.8088 -4.0315 -5.1090 -0.97
C 4.4443 -4.9314 -6.1426 0.68
C 5.7918 -4.5059 -6.6768 -1.07
O 3.9017 -5.9410 -6.5229 -0.55
H 2.8505 -4.4434 -4.8052 0.34
H 4.4579 -3.9506 -4.2354 0.33
H 3.6561 -3.0341 -5.5259 0.34
H 6.5147 -4.4409 -5.8619 0.31
H 5.7149 -3.5257 -7.1504 0.31
H 6.1390 -5.2317 -7.4078 0.30
C -0.9648 0.5605 6.1022 -0.79
C -2.2081 0.8292 6.9136 0.75
C -2.1213 0.5749 8.4009 -1.12
O -3.2276 1.2294 6.4014 -0.56
H -1.1568 0.7849 5.0600 0.07
H -0.1411 1.1850 6.4492 0.31
H -0.6795 -0.4892 6.2046 0.35
H -1.3439 1.2004 8.8426 0.32
H -1.8717 -0.4709 8.5878 0.31
H -3.0760 0.8054 8.8674 0.31
```

As for the multiplicity: 1. The HOMO energy comes out at -0.344 Ha. The value obtained for the HOMO-LUMO gap is 8.8 eV. Its SMILES is [H]/N=C\C[C@]1(S)C(=O)O[C@H](OC[C@@H](C)C(C)C)[C@H]1CON=O.CC(C)=O.CC(C)=O.

=====

3.
The following is a quantum chemistry calculation of a cluster of 2 separate species, CH5NO2S in total at a distorted geometry, from the OMol25 dataset.

```
10
Properties=species:S:1:pos:R:3:mulliken_charge:R:1
C 0.9608 1.3722 -0.5101 -0.80
S 1.5887 -0.2608 -0.0765 0.13
N 3.2085 0.1617 -0.1238 0.08
O 4.1154 -0.6289 -0.0510 -0.37
H 1.7753 2.0150 -0.2013 0.37
H 1.0372 1.3895 -1.6282 0.28
H -0.0967 1.3068 -0.3061 0.32
O -1.1517 -1.7597 -0.0543 -0.61
H -0.3734 -1.6670 -0.6148 0.31
H -1.5108 -2.6378 0.0189 0.30
```

As for the multiplicity: 1. The HOMO energy comes out at -0.333 Ha. The energy above the lowest of the compared OMol25 structures with the same formula, charge and spin is 83.0 kcal/mol. The value obtained for the HOMO-LUMO gap is 8.9 eV. Its SMILES is CSN=O.O.

=====

4.
The following is a quantum chemistry calculation of a structure of composition C3H4O2S at a distorted geometry, from the OMol25 dataset.

```
10
Properties=species:S:1:pos:R:3:mulliken_charge:R:1
C -1.1901 0.2989 -0.1386 -0.20
C 0.6208 1.0910 0.3809 -0.45
C -1.5906 -0.8904 0.2133 -0.43
O 1.5585 -1.2744 0.0319 -0.44
O 3.2158 0.5405 -0.0813 -0.47
S 1.8676 0.1042 -0.0835 0.88
H -1.8490 1.1282 -0.4358 0.30
H 0.6026 1.9498 -0.1965 0.31
H -0.7855 -1.6309 0.5787 0.20
H -2.4501 -1.3168 -0.2690 0.29
```

As for the multiplicity: 1. The HOMO energy comes out at -0.361 Ha. The energy above the lowest of the compared OMol25 structures with the same formula, charge and spin is 131.5 kcal/mol. The value obtained for the HOMO-LUMO gap is 9.1 eV.